{"formula": "C32H64O16S8", "method": "wB97M-V/def2-TZVPD", "charge": 1, "s_squared": 0.758, "spin_multiplicity": 2, "e_above_lowest_kj_mol": 208.89, "species": ["C", "C", "C", "S", "O", "O", "C", "H", "H", "H", "H", "H", "H", "H", "H", "C", "C", "C", "S", "O", "O", "C", "H", "H", "H", "H", "H", "H", "H", "H", "C", "C", "C", "S", "O", "O", "C", "H", "H", "H", "H", "H", "H", "H", "H", "C", "C", "C", "S", "O", "O", "C", "H", "H", "H", "H", "H", "H", "H", "H", "C", "C", "C", "S", "O", "O", "C", "H", "H", "H", "H", "H", "H", "H", "H", "C", "C", "C", "S", "O", "O", "C", "H", "H", "H", "H", "H", "H", "H", "H", "C", "C", "C", "S", "O", "O", "C", "H", "H", "H", "H", "H", "H", "H", "H", "C", "C", "C", "S", "O", "O", "C", "H", "H", "H", "H", "H", "H", "H", "H"], "xyz": [[-2.30, -6.78, -5.22], [-2.61, -5.91, -4.01], [-2.50, -4.51, -4.46], [-0.99, -4.41, -5.58], [0.26, -4.44, -4.79], [-1.17, -3.66, -6.77], [-1.25, -6.17, -6.02], [-3.18, -6.96, -5.84], [-1.82, -7.73, -4.95], [-1.85, -6.15, -3.26], [-3.61, -6.20, -3.71], [-2.42, -3.82, -3.61], [-3.34, -4.21, -5.10], [-0.24, -6.55, -6.18], [-1.60, -6.05, -7.05], [1.70, -1.26, 5.19], [1.55, -1.12, 3.60], [1.71, 0.39, 3.36], [3.21, 0.91, 4.42], [2.78, 2.15, 5.16], [4.43, 0.71, 3.63], [2.93, -0.48, 5.71], [1.59, -2.29, 5.53], [0.84, -0.68, 5.51], [0.75, -1.75, 3.20], [2.39, -1.68, 3.21], [0.93, 1.04, 3.75], [2.18, 0.67, 2.41], [2.73, -0.03, 6.68], [3.65, -1.31, 5.70], [-3.22, -1.55, 2.61], [-2.60, -0.48, 3.49], [-2.47, -0.89, 4.95], [-3.61, -2.35, 5.24], [-4.66, -1.92, 6.11], [-2.87, -3.66, 5.37], [-4.24, -2.32, 3.48], [-2.44, -2.25, 2.30], [-3.82, -1.16, 1.80], [-3.27, 0.37, 3.42], [-1.66, -0.03, 3.17], [-2.69, -0.03, 5.58], [-1.43, -1.19, 5.10], [-5.25, -1.91, 3.54], [-4.19, -3.39, 3.30], [-6.56, -1.68, -0.81], [-4.97, -1.49, -0.83], [-4.53, -1.56, -2.22], [-5.45, -2.98, -3.04], [-4.85, -4.20, -2.54], [-5.65, -2.79, -4.46], [-6.98, -2.63, -1.98], [-7.02, -0.69, -0.87], [-6.72, -2.19, 0.14], [-4.47, -2.34, -0.37], [-4.62, -0.59, -0.33], [-3.45, -1.65, -2.29], [-5.06, -0.86, -2.88], [-7.42, -3.56, -1.64], [-7.67, -2.08, -2.62], [2.30, -0.86, -2.01], [1.76, 0.42, -1.40], [0.30, 0.36, -1.51], [-0.17, -1.40, -1.17], [-0.99, -1.91, -2.34], [-0.71, -1.62, 0.18], [1.55, -2.03, -1.34], [3.38, -0.93, -1.90], [2.02, -1.02, -3.05], [2.17, 1.29, -1.92], [2.06, 0.44, -0.35], [-0.09, 0.54, -2.51], [-0.17, 0.97, -0.73], [1.65, -2.97, -1.90], [1.73, -2.07, -0.27], [-3.03, 5.56, -0.11], [-4.32, 4.81, -0.35], [-3.89, 3.71, -1.28], [-2.24, 3.11, -0.74], [-1.29, 3.02, -1.83], [-2.45, 2.08, 0.26], [-1.80, 4.67, 0.20], [-3.12, 6.30, 0.69], [-2.79, 6.22, -0.94], [-4.94, 5.53, -0.88], [-4.61, 4.62, 0.68], [-3.67, 4.14, -2.26], [-4.48, 2.81, -1.47], [-0.84, 5.05, -0.16], [-1.95, 4.31, 1.22], [6.28, 0.73, -0.76], [7.74, 1.15, -0.89], [8.44, 0.54, 0.36], [7.24, 0.91, 1.75], [7.50, 2.34, 2.18], [7.16, -0.20, 2.77], [5.75, 0.81, 0.68], [6.21, -0.29, -1.16], [5.70, 1.42, -1.37], [7.94, 2.22, -0.98], [8.26, 0.80, -1.78], [9.50, 0.78, 0.46], [8.42, -0.55, 0.39], [5.05, 1.60, 0.97], [5.22, -0.10, 0.98], [2.83, 3.98, 0.59], [3.52, 5.08, 1.50], [4.54, 5.76, 0.65], [3.83, 5.56, -1.10], [4.82, 4.71, -1.75], [3.37, 6.73, -1.86], [2.37, 4.55, -0.76], [1.97, 3.61, 1.14], [3.58, 3.22, 0.37], [3.92, 4.70, 2.44], [2.72, 5.77, 1.78], [5.60, 5.62, 0.83], [4.48, 6.84, 0.71], [2.28, 3.79, -1.54], [1.46, 5.13, -0.65]], "lowdin_spin": [0.032, 0.023, 0.134, 0.105, 0.342, 0.128, 0.178, 0.005, 0.007, 0.001, 0.009, 0.002, 0.008, 0.002, 0.005, 0.000, 0.000, 0.000, 0.000, 0.000, 0.000, 0.000, 0.000, 0.000, 0.000, 0.000, 0.000, 0.000, 0.000, 0.000, 0.000, 0.000, 0.000, 0.000, 0.000, 0.000, 0.000, 0.000, 0.000, 0.000, 0.000, 0.000, 0.000, 0.000, 0.000, 0.000, 0.000, 0.001, 0.001, 0.011, 0.002, 0.002, 0.000, 0.000, 0.000, 0.000, 0.000, 0.000, 0.000, 0.000, 0.000, 0.000, 0.000, 0.000, 0.002, 0.000, 0.000, 0.000, 0.000, 0.000, 0.000, 0.000, 0.000, 0.000, 0.000, 0.000, 0.000, 0.000, 0.000, 0.000, 0.000, 0.000, 0.000, 0.000, 0.000, 0.000, 0.000, 0.000, 0.000, 0.000, 0.000, 0.000, 0.000, 0.000, 0.000, 0.000, 0.000, 0.000, 0.000, 0.000, 0.000, 0.000, 0.000, 0.000, 0.000, 0.000, 0.000, 0.000, 0.000, 0.000, 0.000, 0.000, 0.000, 0.000, 0.000, 0.000, 0.000, 0.000, 0.000, 0.000]}

{"formula": "C32H64O20S4", "method": "wB97M-V/def2-TZVPD", "charge": 1, "total_energy_ev": -118497.37392, "s_squared": 0.759, "spin_multiplicity": 2, "species": ["C", "C", "O", "C", "O", "O", "C", "H", "H", "H", "H", "H", "H", "H", "H", "C", "C", "O", "C", "O", "O", "C", "H", "H", "H", "H", "H", "H", "H", "H", "C", "C", "O", "C", "O", "O", "C", "H", "H", "H", "H", "H", "H", "H", "H", "C", "C", "O", "C", "O", "O", "C", "H", "H", "H", "H", "H", "H", "H", "H", "C", "C", "C", "S", "O", "O", "C", "H", "H", "H", "H", "H", "H", "H", "H", "C", "C", "C", "S", "O", "O", "C", "H", "H", "H", "H", "H", "H", "H", "H", "C", "C", "C", "S", "O", "O", "C", "H", "H", "H", "H", "H", "H", "H", "H", "C", "C", "C", "S", "O", "O", "C", "H", "H", "H", "H", "H", "H", "H", "H"], "xyz": [[6.13, -2.53, 7.75], [5.08, -1.79, 6.89], [5.44, -1.94, 5.51], [4.60, -1.55, 4.52], [3.53, -0.94, 4.66], [5.16, -1.80, 3.37], [4.56, -1.71, 2.07], [6.52, -3.49, 7.41], [5.72, -2.78, 8.73], [6.97, -1.86, 7.92], [5.14, -0.74, 7.17], [4.06, -2.05, 7.16], [4.36, -0.65, 1.90], [3.61, -2.25, 2.11], [5.30, -2.15, 1.40], [1.45, 2.01, 2.86], [1.84, 0.87, 1.93], [1.49, 1.17, 0.66], [0.28, 0.82, 0.11], [-0.65, 0.22, 0.69], [0.19, 1.33, -1.11], [-1.11, 1.22, -1.82], [2.15, 2.85, 2.85], [1.52, 1.52, 3.83], [0.45, 2.42, 2.76], [1.41, -0.10, 2.16], [2.90, 0.71, 2.09], [-1.86, 1.00, -1.05], [-1.18, 0.49, -2.63], [-1.46, 2.10, -2.35], [-3.12, -2.94, -0.60], [-3.04, -3.28, -2.06], [-3.07, -1.97, -2.62], [-4.03, -1.51, -3.51], [-4.94, -2.23, -4.01], [-3.82, -0.16, -3.66], [-4.79, 0.56, -4.38], [-3.93, -2.24, -0.41], [-2.22, -2.45, -0.22], [-3.32, -3.88, -0.09], [-3.81, -3.94, -2.45], [-2.05, -3.67, -2.31], [-4.89, 1.60, -4.05], [-5.75, 0.11, -4.12], [-4.55, 0.60, -5.44], [4.35, 3.06, 0.01], [3.66, 4.47, -0.05], [3.76, 5.09, -1.27], [2.94, 4.78, -2.26], [2.10, 3.91, -2.25], [3.15, 5.60, -3.20], [2.60, 5.59, -4.46], [5.42, 3.04, -0.18], [3.96, 2.40, -0.77], [4.32, 2.75, 1.06], [3.95, 5.22, 0.70], [2.60, 4.35, 0.17], [2.75, 6.65, -4.69], [1.54, 5.37, -4.53], [3.17, 5.06, -5.23], [-5.79, 2.88, 1.86], [-5.10, 1.57, 2.15], [-4.11, 1.21, 1.00], [-4.85, 1.96, -0.50], [-5.42, 0.91, -1.33], [-3.83, 2.83, -1.09], [-6.23, 2.91, 0.38], [-5.07, 3.67, 2.06], [-6.55, 2.93, 2.64], [-5.96, 0.90, 2.16], [-4.63, 1.44, 3.13], [-3.83, 0.17, 0.83], [-3.19, 1.75, 1.22], [-7.14, 2.33, 0.27], [-6.35, 3.88, -0.11], [2.30, -2.12, -1.31], [2.47, -3.16, -2.38], [2.22, -4.57, -1.77], [1.23, -4.39, -0.22], [1.99, -4.88, 0.89], [-0.11, -4.89, -0.56], [1.20, -2.49, -0.27], [2.07, -1.10, -1.59], [3.31, -2.06, -0.91], [3.44, -2.96, -2.85], [1.62, -3.10, -3.07], [3.17, -4.95, -1.40], [1.84, -5.37, -2.41], [1.22, -2.11, 0.75], [0.18, -2.29, -0.62], [-0.88, -0.97, 4.63], [-1.16, -2.30, 3.84], [-0.76, -3.42, 4.80], [-1.29, -2.94, 6.52], [-0.22, -3.09, 7.49], [-2.63, -3.43, 6.87], [-1.42, -1.12, 6.06], [-1.46, -0.24, 4.07], [0.20, -0.83, 4.58], [-0.48, -2.34, 2.98], [-2.14, -2.41, 3.38], [0.33, -3.41, 4.90], [-1.03, -4.47, 4.67], [-0.92, -0.47, 6.78], [-2.49, -0.94, 5.96], [-0.34, 2.15, -5.59], [0.08, 0.65, -5.55], [-0.03, 0.26, -7.12], [-1.51, 1.08, -7.77], [-2.73, 0.28, -7.82], [-1.26, 1.76, -9.02], [-1.67, 2.27, -6.28], [0.46, 2.63, -6.15], [-0.28, 2.54, -4.57], [-0.47, -0.07, -4.94], [1.06, 0.41, -5.14], [0.11, -0.74, -7.52], [0.82, 0.75, -7.60], [-2.40, 1.87, -5.57], [-2.07, 3.25, -6.54]], "lowdin_spin": [0.000, 0.000, 0.000, 0.000, 0.000, 0.000, 0.000, 0.000, 0.000, 0.000, 0.000, 0.000, 0.000, 0.000, 0.000, 0.000, 0.000, 0.000, 0.000, 0.007, 0.001, 0.000, 0.000, 0.000, 0.000, 0.000, 0.000, 0.000, 0.000, 0.000, 0.002, 0.000, 0.001, 0.000, 0.000, 0.000, 0.000, 0.000, 0.000, 0.000, 0.000, 0.000, 0.000, 0.000, 0.000, 0.000, 0.000, 0.000, 0.000, 0.000, 0.000, 0.000, 0.000, 0.000, 0.000, 0.000, 0.000, 0.000, 0.000, 0.000, 0.000, 0.000, 0.000, 0.000, 0.000, 0.000, 0.000, 0.000, 0.000, 0.000, 0.000, 0.000, 0.000, 0.000, 0.000, 0.034, 0.023, 0.143, 0.093, 0.138, 0.366, 0.159, 0.015, 0.000, 0.007, 0.001, 0.004, 0.000, 0.002, 0.003, 0.000, 0.000, 0.000, 0.000, 0.000, 0.000, 0.000, 0.000, 0.000, 0.000, 0.000, 0.000, 0.000, 0.000, 0.000, 0.000, 0.000, 0.000, 0.000, 0.000, 0.000, 0.000, 0.000, 0.000, 0.000, 0.000, 0.000, 0.000, 0.000, 0.000]}

{"formula": "C32H64O28Tl", "method": "wB97M-V/def2-TZVPD", "charge": -2, "total_energy_ev": -96235.05221, "s_squared": 0.782, "spin_multiplicity": 2, "species": ["Tl", "C", "C", "C", "O", "C", "C", "C", "O", "O", "O", "H", "H", "C", "C", "C", "O", "C", "C", "C", "O", "O", "O", "H", "H", "C", "C", "O", "O", "H", "H", "H", "H", "H", "H", "C", "C", "O", "O", "H", "H", "H", "H", "H", "H", "C", "C", "O", "O", "H", "H", "H", "H", "H", "H", "C", "C", "O", "O", "H", "H", "H", "H", "H", "H", "C", "C", "O", "O", "H", "H", "H", "H", "H", "H", "C", "C", "O", "O", "H", "H", "H", "H", "H", "H", "C", "C", "O", "O", "H", "H", "H", "H", "H", "H", "C", "C", "O", "O", "H", "H", "H", "H", "H", "H", "C", "C", "O", "O", "H", "H", "H", "H", "H", "H", "C", "C", "O", "O", "H", "H", "H", "H", "H", "H"], "xyz": [[10.08, 19.68, -22.62], [3.82, 19.54, -20.85], [5.28, 19.71, -20.81], [6.07, 20.29, -22.10], [7.31, 20.44, -22.19], [5.28, 20.70, -23.21], [3.92, 20.51, -23.24], [3.21, 19.93, -21.99], [1.90, 19.76, -21.82], [3.38, 21.02, -24.29], [5.94, 19.47, -19.85], [3.31, 19.19, -19.97], [5.89, 21.05, -24.03], [7.88, 17.52, -27.88], [8.23, 17.04, -26.54], [8.07, 18.11, -25.26], [8.56, 17.86, -24.17], [7.39, 19.34, -25.58], [6.86, 19.54, -26.81], [7.08, 18.57, -27.97], [6.62, 18.73, -29.19], [6.35, 20.70, -26.92], [8.65, 15.91, -26.43], [8.08, 16.85, -28.70], [7.23, 20.01, -24.74], [5.09, 15.78, -20.87], [3.59, 16.06, -21.06], [2.81, 15.57, -20.04], [5.53, 16.50, -19.68], [5.65, 15.99, -21.78], [5.35, 14.75, -20.66], [3.21, 15.57, -21.96], [3.44, 17.14, -21.06], [1.90, 15.86, -20.20], [5.18, 17.40, -19.69], [1.23, 18.04, -18.32], [-0.02, 17.87, -17.50], [-0.44, 16.52, -17.38], [2.44, 17.72, -17.51], [1.12, 19.09, -18.59], [1.06, 17.44, -19.21], [-0.83, 18.38, -18.03], [0.08, 18.22, -16.48], [-1.22, 16.60, -16.83], [2.51, 16.78, -17.38], [5.29, 22.23, -18.62], [4.34, 21.49, -17.70], [4.52, 21.90, -16.39], [6.59, 21.71, -18.49], [5.19, 23.28, -18.34], [4.95, 22.18, -19.65], [4.35, 20.40, -17.66], [3.32, 21.74, -17.97], [4.47, 22.85, -16.51], [6.52, 20.85, -18.91], [1.70, 22.83, -20.03], [1.14, 23.32, -21.34], [1.38, 22.54, -22.46], [1.19, 21.52, -19.53], [1.35, 23.58, -19.32], [2.76, 22.81, -20.26], [1.40, 24.34, -21.60], [0.05, 23.32, -21.37], [1.26, 21.65, -22.12], [1.60, 20.84, -20.08], [8.94, 17.20, -19.96], [10.26, 17.75, -19.33], [11.17, 17.83, -20.37], [8.22, 18.11, -20.79], [8.27, 16.78, -19.21], [9.09, 16.37, -20.65], [10.53, 17.05, -18.54], [10.08, 18.74, -18.92], [12.05, 17.69, -20.00], [7.52, 18.50, -20.26], [3.97, 25.08, -23.70], [5.51, 24.86, -23.85], [5.60, 23.56, -24.53], [3.34, 24.90, -24.96], [3.74, 26.06, -23.28], [3.53, 24.43, -22.95], [5.98, 24.87, -22.87], [6.06, 25.64, -24.37], [5.87, 22.85, -23.95], [2.86, 25.70, -25.19], [5.81, 18.38, -16.50], [7.12, 17.43, -16.37], [8.30, 18.21, -16.29], [5.72, 19.45, -15.52], [4.93, 17.77, -16.29], [5.76, 18.68, -17.54], [6.98, 16.70, -17.17], [7.01, 17.04, -15.36], [8.10, 18.83, -15.59], [4.87, 19.89, -15.66], [9.39, 23.03, -24.94], [9.05, 23.38, -23.48], [10.09, 22.79, -22.63], [9.64, 21.65, -25.10], [10.23, 23.62, -25.30], [8.72, 23.31, -25.75], [8.10, 22.90, -23.25], [8.83, 24.40, -23.17], [10.33, 23.51, -22.05], [9.82, 21.48, -26.03], [9.85, 21.92, -19.03], [11.35, 21.64, -19.29], [11.66, 21.37, -20.65], [9.01, 21.41, -20.00], [9.64, 22.99, -19.11], [9.58, 21.69, -18.00], [11.59, 20.80, -18.64], [11.91, 22.48, -18.86], [12.62, 21.37, -20.71], [8.14, 21.51, -19.60], [-0.62, 17.50, -23.58], [0.28, 16.44, -22.99], [0.09, 16.21, -21.64], [-0.85, 18.52, -22.67], [-1.50, 17.07, -24.05], [-0.23, 17.95, -24.49], [1.29, 16.84, -23.03], [0.26, 15.48, -23.50], [-0.48, 16.91, -21.32], [0.02, 18.72, -22.32]], "lowdin_spin": [0.000, 0.000, 0.000, 0.000, 0.000, 0.002, 0.000, 0.000, 0.000, 0.002, 0.000, 0.000, -0.001, 0.125, -0.001, 0.041, 0.114, 0.345, 0.017, 0.002, 0.079, 0.261, -0.010, 0.006, 0.011, 0.000, 0.000, 0.000, 0.000, 0.000, 0.000, 0.000, 0.000, 0.000, 0.000, 0.000, 0.000, 0.000, 0.000, 0.000, 0.000, 0.000, 0.000, 0.000, 0.000, 0.000, 0.000, 0.000, 0.000, 0.000, 0.000, 0.000, 0.000, 0.000, 0.000, 0.000, 0.000, 0.000, 0.000, 0.000, 0.000, 0.000, 0.000, 0.000, 0.000, 0.000, 0.000, 0.000, 0.000, 0.000, 0.000, 0.000, 0.000, 0.000, 0.000, 0.000, 0.000, 0.000, 0.000, 0.000, 0.000, 0.000, 0.000, 0.000, 0.000, 0.000, 0.000, 0.000, 0.000, 0.000, 0.000, 0.000, 0.000, 0.000, 0.000, 0.000, 0.000, 0.000, 0.005, 0.000, 0.000, 0.000, 0.000, 0.000, 0.000, 0.000, 0.000, 0.000, 0.000, 0.000, 0.000, 0.000, 0.000, 0.000, 0.000, 0.000, 0.000, 0.000, 0.000, 0.000, 0.000, 0.000, 0.000, 0.000, 0.000]}